<a>
C3H7O4S2 | wB97M-V/def2-TZVPD

Geometry as XYZ:
```
16
Properties=species:S:1:pos:R:3
C -0.42511 -0.33098 1.56135
C 0.67866 -1.90439 -0.53006
C -2.57847 0.71133 -1.46135
O 1.10798 0.64083 -0.52644
O 1.99871 -0.58159 1.44826
O -3.92250 1.50775 0.65940
O -4.05942 -0.83932 0.00104
S 0.91059 -0.37575 0.48735
S -3.12575 0.30964 0.27846
H -0.36819 0.64884 2.10972
H -0.11354 -1.64550 -1.23748
H 1.39990 -2.32141 -1.19509
H 0.32737 -2.68584 0.27221
H -2.80852 1.77792 -1.53800
H -1.59145 0.36711 -1.59591
H -3.30537 0.08399 -1.87938
```

- Kohn-Sham gap (spin up / spin down) (eV) = 5.76 / 7.59
- multiplicity = 1
- net charge = -1


<b>
C3H7O4S2 | wB97M-V/def2-TZVPD

Geometry as XYZ:
```
16
Properties=species:S:1:pos:R:3
C -1.84033 0.38276 0.24981
C -0.13644 -0.79616 -2.23945
C 0.43359 0.69623 2.29470
O 0.90751 -0.76556 0.06926
O 2.36115 -1.63969 -1.80967
O -1.62383 1.56411 1.17838
O 0.53749 1.98061 -0.10588
S 1.04886 -1.73893 -1.12754
S -0.17286 0.92302 0.55823
H -1.94360 -0.57585 0.85418
H -0.31471 0.17114 -1.72615
H 0.20362 -0.75950 -3.24665
H -1.01599 -1.34496 -2.48250
H 1.28399 0.06277 2.22172
H 0.50369 1.78895 2.61989
H -0.23214 0.05107 2.69169
```

- Kohn-Sham gap (eV) = 7.43
- multiplicity = 1
- net charge = -1


Q: What are the energies relative to the best structure? A: <a> 0.0; <b> 12.9, in kcal/mol.


<a>
C5H16N3 | wB97M-V/def2-TZVPD

Geometry as XYZ:
```
24
Properties=species:S:1:pos:R:3
N 0.02082 -2.69067 2.44970
C -0.39251 -0.42694 -0.09849
C 0.27323 0.49390 0.76695
C -0.71123 1.32735 1.65116
N -0.04970 2.47241 2.20500
C 0.08488 -0.82259 -1.43979
N 0.63082 0.44304 -2.08858
C 0.58152 0.23620 -3.52489
H -0.49494 -3.54920 2.63599
H -0.49248 -2.20365 1.72669
H 0.89256 -3.08459 2.10651
H -1.47966 -0.51514 -0.06599
H 0.89921 -0.03637 1.50725
H 0.90408 1.23309 0.25437
H -1.57498 1.60232 1.03704
H -1.09591 0.73670 2.48317
H -0.14432 2.45564 3.20397
H -0.10410 3.34807 1.71879
H -0.72871 -1.22741 -2.03515
H 0.88174 -1.57002 -1.31647
H 0.26750 1.15265 -1.48147
H 1.20037 0.99847 -4.00390
H 1.04338 -0.72337 -3.72437
H -0.41154 0.35013 -3.96750
```

- Kohn-Sham gap (eV) = 6.10
- multiplicity = 1
- net charge = +1


<b>
C5H16N3 | wB97M-V/def2-TZVPD

Geometry as XYZ:
```
24
Properties=species:S:1:pos:R:3
N 0.65084 -1.26521 -1.46187
C -0.03349 -0.43537 -0.38990
C -0.01072 -1.17132 0.95675
C -1.38669 -1.25493 1.63332
N -1.22419 -1.76662 2.97610
C 0.67364 0.94010 -0.30094
N 0.11375 1.76867 -1.36165
C 0.93952 2.92689 -1.72798
H 0.55526 -2.26912 -1.34500
H 0.25887 -0.99720 -2.36957
H 1.64306 -1.04387 -1.53772
H -1.03493 -0.27750 -0.77526
H 0.41888 -2.17408 0.93537
H 0.71023 -0.71010 1.64036
H -1.92905 -0.30960 1.65902
H -1.97414 -1.93563 1.00933
H -1.52443 -2.71476 3.14590
H -1.59950 -1.19445 3.71193
H 1.74437 0.76853 -0.44129
H 0.50659 1.28842 0.71351
H -0.78565 2.09526 -1.03060
H 0.37768 3.55214 -2.43338
H 1.12558 3.61256 -0.89611
H 1.78451 2.56718 -2.31030
```

- Kohn-Sham gap (eV) = 9.15
- multiplicity = 1
- net charge = +1


<c>
C5H16N3 | wB97M-V/def2-TZVPD

Geometry as XYZ:
```
24
Properties=species:S:1:pos:R:3
N 0.71356 -3.25464 -0.63158
C 1.04156 -1.91846 -1.17629
C -0.21140 -0.99440 -1.51389
N -0.87773 -0.81549 -0.23575
C -0.67560 0.32297 0.67505
C -0.35777 1.63899 -0.12945
N 0.11982 2.74924 0.68982
C 0.04914 2.77663 2.15508
H 0.26788 -3.16373 0.16368
H 0.16942 -3.75783 -1.34832
H 1.43920 -3.77051 -0.45381
H 1.80447 -1.35997 -0.37440
H 1.64676 -2.14544 -2.10240
H 0.29423 -0.10655 -2.02770
H -0.82075 -1.22716 -2.38901
H -1.90373 -0.97531 -0.28269
H -1.67045 0.44498 1.21088
H 0.25574 0.03978 1.22882
H 0.47660 1.56139 -0.90242
H -1.41027 1.83507 -0.52647
H -0.58370 3.60469 0.42605
H 0.69930 1.97211 2.55460
H -0.95504 2.75798 2.57755
H 0.48875 3.78566 2.41266
```

- Kohn-Sham gap (eV) = 7.91
- multiplicity = 1
- net charge = +1


<d>
C5H16N3 | wB97M-V/def2-TZVPD

Geometry as XYZ:
```
24
Properties=species:S:1:pos:R:3
C 2.05910 -1.23964 -0.81268
C -0.35943 -1.42829 -1.35964
N 0.65726 -1.60359 -0.53660
N -0.19526 -0.96145 -2.59317
N -1.60959 -1.68335 -0.92577
H 0.44387 -1.93153 0.39025
H 0.72161 -0.83548 -2.95016
H -0.93527 -0.45704 -3.05396
H -1.69855 -2.09945 -0.02519
H -2.29159 -2.05861 -1.57075
H 2.19467 -0.16386 -0.73140
H 2.30868 -1.46896 -1.83944
H 2.64447 -1.89280 -0.17512
C -0.38966 1.03982 1.63375
C 0.94456 1.79136 1.62686
C -1.55644 1.92069 1.21088
H -0.69589 0.60956 2.59678
H -0.44445 0.12374 1.03146
H 0.77911 2.74807 1.14741
H 1.32670 1.89083 2.63919
H -1.70912 2.73247 1.91711
H -2.50897 1.42929 1.11577
H 1.69878 1.23920 1.06430
H -1.38460 2.29902 0.20013
```

- Kohn-Sham gap (eV) = 11.15
- multiplicity = 1
- net charge = +1


Q: What are the energies relative to the best structure? A: <a> 108.9; <b> 26.9; <c> 91.0; <d> 0.0, in kcal/mol.


<a>
C5H16N3 | wB97M-V/def2-TZVPD

Geometry as XYZ:
```
24
Properties=species:S:1:pos:R:3
N 0.74508 2.93901 -1.95768
C 0.29109 2.41321 -0.67886
C -0.84420 1.44027 -0.95648
N -1.41648 0.87812 0.30352
H 1.33950 2.26740 -2.42698
H 1.30572 3.76924 -1.82282
H -0.06553 3.24809 -0.07228
H 1.08893 1.91851 -0.10594
H -1.61626 1.96372 -1.51438
H -0.47742 0.61408 -1.56139
H -2.20709 0.27969 0.08559
H -1.80786 1.65053 0.83948
C 0.27277 -3.61779 -0.11310
C 0.19767 -2.16422 0.23236
C 0.46058 -1.71575 1.44334
N 0.38099 -0.29703 1.77783
H 0.68465 -4.20058 0.70570
H -0.73150 -3.99404 -0.31808
H 0.86289 -3.77699 -1.01235
H -0.10909 -1.49223 -0.56137
H 0.74131 -2.38936 2.24346
H -0.49164 0.27181 1.06294
H 0.11782 -0.17259 2.75094
H 1.27808 0.16689 1.65652
```

- Kohn-Sham gap (eV) = 10.17
- multiplicity = 1
- net charge = +1


<b>
C5H16N3 | wB97M-V/def2-TZVPD

Geometry as XYZ:
```
24
Properties=species:S:1:pos:R:3
C -0.64982 1.45872 1.15730
C 1.43124 1.18747 -0.12670
N 0.76444 1.03683 0.98419
N 0.87111 2.01063 -1.15395
N 2.81133 1.13217 -0.07478
H 1.04098 0.30545 1.61206
H -0.19523 1.88978 -1.42290
H 1.52628 2.50077 -1.69945
H 3.21617 1.04265 0.89331
H 3.36026 1.10879 -0.94494
H -1.30574 0.72575 1.73223
H -1.09022 1.44752 0.19132
H -0.49269 2.37459 1.77465
C -1.11848 -1.90593 -0.09383
C -2.28020 -1.98247 0.87667
C -1.33473 -2.60584 -1.53846
H -0.20621 -2.44010 0.31108
H -1.04552 -0.99235 -0.43811
H -1.90430 -2.09322 2.04342
H -2.69380 -1.01499 0.92408
H -2.46802 -2.77932 -1.46531
H -0.82914 -3.50180 -1.69935
H -3.10509 -2.73708 0.59081
H -1.22394 -2.00562 -2.34100
```

- Kohn-Sham gap (eV) = 10.19
- multiplicity = 1
- net charge = +1


Q: What are the energies relative to the best structure? A: <a> 0.0; <b> 38.0, in kcal/mol.


<a>
C2H2I2S | wB97M-V/def2-TZVPD

Geometry as XYZ:
```
7
Properties=species:S:1:pos:R:3
C -0.49630 -0.38792 -0.28210
C 0.64740 0.28850 0.39469
S 0.12511 -1.89492 0.64216
I -0.41677 -0.57282 -2.40409
I 0.22133 1.48693 1.99648
H -1.57307 -0.22462 -0.05836
H 1.59427 0.03081 0.06582
```

- Kohn-Sham gap (spin up / spin down) (eV) = 7.94 / 7.94
- multiplicity = 1
- net charge = 0


<b>
C2H2I2S | wB97M-V/def2-TZVPD

Geometry as XYZ:
```
7
Properties=species:S:1:pos:R:3
C -0.49219 -1.03430 -0.45573
C 0.70647 0.02310 -0.45353
S -1.06725 0.53644 -0.79354
I -0.98529 -2.30318 1.08615
I -0.82895 2.19265 1.18998
H 1.72562 0.23403 -1.06328
H 0.94159 0.35126 0.48995
```

- Kohn-Sham gap (spin up / spin down) (eV) = 7.00 / 7.00
- multiplicity = 1
- net charge = 0


Q: What are the energies relative to the best structure? A: <a> 0.0; <b> 31.3, in kcal/mol.